This record from the OMol25 dataset describes a cluster of 2 separate species, C4H11S2 in total at a distorted geometry. The level of theory is ωB97M-V/def2-TZVPD.

Geometry as XYZ:
```
17
Properties=species:S:1:pos:R:3:forces:R:3:nbo_charge:R:1
C 0.18820 -0.35896 -3.00945 1.3 -0.2 3.0 -0.751
S -1.35204 -1.22325 -2.58040 -0.6 0.2 -0.8 0.127
C -1.51517 -1.29578 -0.80452 -3.4 -3.2 -0.1 -0.725
H 0.16200 0.72633 -2.65155 0.2 -1.6 -0.7 0.238
H 1.05758 -0.92196 -2.45455 -1.5 1.4 -1.1 0.253
H 0.28317 -0.49559 -4.06655 0.0 0.2 -0.7 0.202
H -1.25618 -0.47168 -0.25165 0.7 2.2 0.9 0.235
H -1.00249 -2.16041 -0.41588 0.6 -0.1 0.1 0.214
H -2.68230 -1.60389 -0.55063 2.7 1.1 -0.9 0.188
C 0.84734 1.67700 2.55232 -0.5 0.5 -1.0 -0.629
C 0.55607 0.31591 1.82026 1.3 0.6 -0.9 -0.495
S 1.62663 0.10065 0.23421 -1.1 0.3 1.2 -0.766
H 1.94269 1.83739 2.75741 -1.0 -0.5 -0.2 0.205
H 0.56428 2.54922 1.79797 0.3 -1.6 1.8 0.200
H 0.28087 1.69771 3.54394 0.5 0.4 -1.2 0.171
H 0.81858 -0.52795 2.42953 0.4 -0.3 0.7 0.175
H -0.51922 0.15528 1.64954 0.1 0.5 -0.2 0.157
```
Positions in Å, forces in eV/Å.

* energy above the lowest of the compared OMol25 structures with the same formula, charge and spin: 28.9 kcal per mole
* frontier orbital gap: 0.2169 Ha
* electronic energy: -955.35693 hartree
* total charge: -1

This record from the OMol25 dataset describes a structure of composition C5H8O at a distorted geometry. The level of theory is ωB97M-V/def2-TZVPD.

Geometry as XYZ:
```
14
Properties=species:S:1:pos:R:3:forces:R:3:nbo_charge:R:1
C -0.47314 0.79068 0.82902 0.1 1.1 0.7 -0.452
C -0.85951 0.62288 -0.64775 -1.2 0.5 -0.6 -0.435
C 0.28942 -0.32663 -1.06379 -1.0 0.2 -1.5 0.066
C 0.35699 -1.31734 0.05478 -1.0 0.0 2.5 -0.426
C 0.82956 0.05607 0.82359 -0.4 -3.2 -2.6 0.096
H -1.19941 0.37033 1.59085 0.8 0.8 -0.9 0.217
H -0.15334 1.82968 0.99380 -0.9 0.0 0.5 0.219
H -1.96911 0.28359 -0.69367 2.0 0.4 -0.6 0.217
H -0.63475 1.56884 -1.21299 -0.9 -0.7 0.5 0.219
H 0.37725 -0.57693 -2.19822 0.0 0.3 2.2 0.204
H 1.08182 -2.05454 -0.19384 0.9 -0.5 0.5 0.218
H -0.55251 -1.76303 0.54678 0.6 0.2 -1.0 0.189
H 1.47977 0.16589 1.65543 0.7 -0.2 0.6 0.200
O 1.42696 0.35051 -0.48399 0.3 1.2 -0.2 -0.530
```
Positions in Å, forces in eV/Å.

* energy above the lowest of the compared OMol25 structures with the same formula, charge and spin: 53.8 kcal per mole
* frontier orbital gap: 0.3894 Ha
* electronic energy: -270.47215 hartree